ORCA calculation (ωB97M-V/def2-TZVPD) on a structure of composition C16H30O8P2Re.

As for the HOMO energy (alpha / beta): -16.53 / -16.24 eV. Its net charge is +2. The calculated total energy comes out at -54155.000 eV. The value obtained for the largest force on an atom is 0.0575 hartree/bohr. The expectation value of S² is 0.859. As for the multiplicity: 2. For the lowest unoccupied orbital energy (alpha / beta), the calculation gives -9.964 / -9.532 eV. As for the gap between HOMO and LUMO (alpha / beta): 6.56 / 6.71 eV.

Structure (XYZ):
```
57
Properties=species:S:1:pos:R:3:mulliken_spin:R:1
Re -0.519 0.822 0.130 0.980
C 0.455 -3.859 -0.174 0.001
C 0.557 -2.455 0.333 -0.028
C 1.576 -1.598 -0.112 -0.016
C 2.443 -2.000 -1.261 0.003
C 1.784 -0.353 0.539 -0.108
C 3.021 0.449 0.263 -0.013
C 0.992 -0.007 1.691 0.126
C 1.520 0.990 2.693 -0.025
C -0.107 -0.847 2.064 -0.018
C -0.792 -0.598 3.375 -0.007
C -0.368 -2.023 1.324 0.040
C -1.550 -2.874 1.655 0.010
H -0.304 -3.944 -0.959 -0.002
H 0.158 -4.534 0.627 0.000
H 1.396 -4.217 -0.579 0.000
H 3.365 -2.463 -0.893 -0.001
H 2.740 -1.149 -1.869 0.000
H 1.952 -2.716 -1.913 -0.001
H 2.835 1.522 0.281 0.002
H 3.489 0.202 -0.682 0.001
H 3.747 0.238 1.055 -0.003
H 2.147 0.450 3.408 -0.002
H 0.726 1.478 3.253 -0.002
H 2.130 1.763 2.237 0.004
H -0.058 -0.694 4.178 0.001
H -1.599 -1.294 3.567 0.000
H -1.202 0.409 3.433 -0.001
H -1.309 -3.543 2.489 -0.002
H -1.850 -3.498 0.818 0.000
H -2.405 -2.277 1.963 0.000
O 0.138 3.299 1.162 0.017
P -1.348 3.135 1.783 0.005
O -1.510 3.689 3.106 0.002
O -1.526 1.577 1.606 0.003
O -2.285 3.732 0.637 -0.001
P -2.399 3.129 -0.856 0.010
O -2.038 4.339 -1.769 0.000
O -3.618 2.373 -1.097 -0.004
O -1.121 2.199 -1.013 0.015
H 0.605 4.071 1.529 0.006
H -2.780 4.899 -2.058 0.000
C -2.495 -0.695 -1.715 0.077
C -1.117 -1.108 -2.193 0.007
O -0.086 -0.124 -1.850 -0.066
C 0.292 0.730 -2.982 0.003
C 1.482 1.600 -2.647 0.005
H -3.236 -1.404 -2.083 0.009
H -2.776 0.294 -2.075 -0.006
H -2.560 -0.705 -0.615 -0.015
H -1.098 -1.253 -3.271 0.003
H -0.799 -2.034 -1.713 -0.013
H -0.571 1.335 -3.267 -0.002
H 0.539 0.056 -3.801 0.002
H 1.289 2.223 -1.775 0.001
H 1.668 2.260 -3.494 0.000
H 2.379 1.003 -2.486 0.002
```